1.
{"formula": "C5H14NS", "method": "ωB97M-V with the def2-TZVPD basis set", "elements": ["C", "S", "C", "C", "C", "C", "N", "H", "H", "H", "H", "H", "H", "H", "H", "H", "H", "H", "H", "H", "H"], "coordinates": [[2.851, 1.339, -1.354], [1.454, 2.344, -0.655], [0.037, 1.155, -0.810], [-0.490, 0.672, 0.518], [-1.249, -0.663, 0.445], [-0.454, -1.793, -0.201], [-1.765, -0.968, 1.878], [3.701, 1.520, -0.703], [2.770, 0.257, -1.393], [2.993, 1.806, -2.320], [-0.763, 1.674, -1.339], [0.459, 0.401, -1.464], [0.249, 0.659, 1.332], [-1.217, 1.388, 0.926], [-2.133, -0.402, -0.139], [-0.614, -1.724, -1.271], [0.604, -1.728, 0.035], [-0.817, -2.789, 0.057], [-1.514, -1.904, 2.145], [-2.768, -0.927, 1.781], [-1.335, -0.318, 2.533]], "atomic_forces_ev_per_a": [[-0.2107, 0.9991, 0.4295], [-0.2442, -1.0334, 0.1649], [0.7748, 1.0462, -0.2801], [-0.4692, -0.2082, 1.3515], [0.5608, 0.8246, -0.5296], [-0.5657, -0.1111, 0.3892], [0.6980, -0.0390, -1.5901], [0.1649, 0.2678, -0.0829], [-0.6463, 0.0205, -0.1038], [0.4400, -0.4770, -0.2358], [0.0680, -0.1113, -0.1407], [-0.3203, -0.4030, 0.0881], [0.4560, -0.3599, -0.5026], [0.0306, 0.2387, -0.3391], [-0.2283, -0.6204, 0.0950], [0.2547, 0.0931, -0.1753], [0.0918, 0.0055, -0.0092], [-0.0596, 0.0206, 0.1760], [0.1598, -0.6305, 0.2398], [-0.4705, 0.3076, 0.8307], [-0.4844, 0.1702, 0.2248]], "nbo_charge": [-0.7292, 0.1830, -0.5342, -0.4361, -0.0304, -0.6514, -0.6799, 0.2370, 0.2196, 0.2343, 0.2355, 0.2316, 0.2200, 0.2147, 0.2179, 0.2582, 0.2364, 0.2308, 0.4415, 0.4508, 0.4497], "orbital_gap_ev": 8.02, "total_charge": 1, "e_above_lowest_ev": 0.9414, "molar_mass_g_mol": 120.241, "total_energy_ev": -17730.3385, "multiplicity": 1, "smiles": "CSCC[C@@H](C)[NH3+]", "lumo_energy_ev": -3.62}



2.
{"formula": "C24H56N8O8Tl", "method": "ωB97M-V with the def2-TZVPD basis set", "elements": ["Tl", "C", "C", "O", "N", "C", "H", "H", "H", "H", "H", "H", "H", "C", "C", "O", "N", "C", "H", "H", "H", "H", "H", "H", "H", "C", "C", "O", "N", "C", "H", "H", "H", "H", "H", "H", "H", "C", "C", "O", "N", "C", "H", "H", "H", "H", "H", "H", "H", "C", "C", "O", "N", "C", "H", "H", "H", "H", "H", "H", "H", "C", "C", "O", "N", "C", "H", "H", "H", "H", "H", "H", "H", "C", "C", "O", "N", "C", "H", "H", "H", "H", "H", "H", "H", "C", "C", "O", "N", "C", "H", "H", "H", "H", "H", "H", "H"], "coordinates": [[-0.137, -0.106, 0.192], [4.728, 0.507, 0.020], [3.645, 1.488, 0.578], [2.457, 1.026, 0.622], [3.912, 2.811, 0.631], [2.924, 3.646, 1.211], [4.650, 0.525, -1.067], [4.646, -0.514, 0.390], [5.690, 0.851, 0.400], [4.888, 3.034, 0.765], [1.903, 3.591, 0.834], [3.267, 4.664, 1.029], [2.816, 3.358, 2.257], [-2.003, -4.678, 1.863], [-0.655, -4.022, 1.355], [-0.763, -2.913, 0.979], [0.506, -4.640, 1.452], [0.834, -5.879, 2.178], [-2.338, -5.522, 1.260], [-2.820, -4.009, 2.136], [-1.792, -5.034, 2.872], [1.249, -4.114, 1.015], [1.590, -5.855, 2.963], [1.378, -6.457, 1.431], [-0.015, -6.472, 2.516], [0.415, 3.469, 4.180], [-0.357, 2.953, 2.979], [-0.240, 1.823, 2.458], [-1.455, 3.678, 2.604], [-1.875, 5.008, 3.061], [1.212, 4.059, 3.729], [0.910, 2.735, 4.816], [-0.296, 4.089, 4.726], [-2.004, 3.156, 1.937], [-2.667, 5.327, 2.383], [-1.039, 5.708, 3.077], [-2.167, 5.012, 4.111], [-1.869, 1.073, -4.665], [-2.207, 0.787, -3.260], [-1.416, 0.669, -2.294], [-3.506, 0.570, -3.006], [-4.469, 0.351, -3.982], [-2.694, 1.518, -5.221], [-1.280, 0.304, -5.166], [-1.278, 1.985, -4.584], [-3.787, 0.499, -2.038], [-4.631, 1.234, -4.601], [-5.370, 0.056, -3.443], [-4.114, -0.457, -4.621], [-3.374, 3.560, -1.199], [-3.150, 2.730, 0.086], [-2.237, 1.924, 0.190], [-3.994, 2.834, 1.081], [-4.881, 3.896, 1.448], [-2.730, 3.144, -1.973], [-3.239, 4.637, -1.102], [-4.350, 3.170, -1.491], [-3.779, 2.113, 1.754], [-4.685, 4.912, 1.104], [-4.905, 3.987, 2.534], [-5.889, 3.590, 1.165], [2.748, -1.039, -3.893], [2.462, -0.020, -2.875], [1.820, -0.397, -1.955], [2.862, 1.301, -3.075], [3.725, 1.911, -4.056], [1.870, -1.677, -3.990], [3.406, -1.783, -3.445], [3.095, -0.830, -4.905], [2.570, 1.981, -2.388], [4.745, 2.019, -3.686], [3.401, 2.938, -4.225], [3.728, 1.247, -4.921], [-1.217, -3.273, -3.618], [-0.256, -3.142, -2.437], [-0.314, -2.198, -1.665], [0.719, -4.060, -2.272], [0.985, -5.387, -3.006], [-1.827, -2.386, -3.787], [-1.952, -4.075, -3.549], [-0.668, -3.554, -4.516], [1.324, -3.746, -1.527], [0.324, -5.442, -3.872], [0.733, -6.250, -2.391], [2.062, -5.393, -3.174], [2.340, 0.069, 4.163], [1.449, -1.038, 3.826], [1.075, -1.043, 2.688], [1.275, -1.967, 4.786], [0.358, -3.139, 4.711], [2.903, 0.491, 3.331], [3.157, -0.222, 4.824], [1.739, 0.887, 4.562], [1.670, -1.706, 5.678], [-0.182, -3.281, 5.647], [1.017, -3.983, 4.506], [-0.311, -3.198, 3.852]], "atomic_forces_ev_per_a": [[0.6082, -0.1046, -0.2783], [-0.0115, 1.2393, 1.5016], [-2.5712, -2.9422, -2.4486], [2.3020, 1.4796, 0.6388], [0.3665, -2.0837, -0.2312], [-0.5011, 1.3604, 0.7513], [0.1905, 0.0815, 0.1039], [-0.5997, 0.1961, -0.0210], [0.3523, 0.0519, -0.5850], [-0.1268, 0.3031, -0.0701], [0.3247, -0.5243, -0.7057], [-0.1861, 0.1201, 0.6406], [0.0966, 0.5976, 0.3061], [1.4605, -0.5955, 0.9677], [-3.1763, -2.7144, 2.2863], [-0.1393, 4.9231, -2.0248], [0.9445, -1.1466, 0.9362], [0.7927, -0.7222, -1.5299], [0.0385, 0.1250, 0.0012], [0.2828, 0.5759, -1.0972], [0.2423, -0.7151, 0.0507], [0.1932, -0.0846, 0.3284], [-0.3583, 1.0093, 0.3989], [-0.2762, -0.6111, -0.0225], [-0.0857, 0.4683, -0.1959], [0.0331, 0.2325, -1.1294], [-2.2061, -1.5195, 0.1800], [1.1910, 0.6022, 0.4970], [1.1219, 0.0672, 0.3672], [0.6674, -0.5006, 0.0918], [0.0731, 0.4971, 0.3826], [-0.4786, -0.1503, -0.2912], [0.5381, 0.0567, 0.2933], [0.1314, 0.3776, -0.0065], [0.1257, 0.2725, 0.3761], [-0.0136, 0.0991, -0.6408], [-0.6736, -0.2454, -0.0637], [0.7799, 1.8375, -0.1912], [-0.0125, -1.6704, 2.7512], [0.3214, 0.6788, -1.5158], [1.0124, 0.8017, 1.6082], [-1.2845, -0.4786, -1.1920], [-0.1900, -0.9765, -0.2452], [-0.3007, 0.0614, -0.0039], [0.8444, -0.1697, -0.0453], [0.4302, -0.1641, -0.0496], [-0.4474, -0.0538, -0.0028], [-0.1997, 0.0078, -0.5780], [-0.5443, -0.1241, -0.2645], [0.1587, -1.6466, 0.5940], [1.1157, 1.0613, -2.3854], [0.8453, -0.9682, -0.1931], [-0.3158, 0.1221, 1.3658], [-1.5632, -0.0160, 0.6199], [0.4061, 0.2936, 0.3114], [-0.4696, -0.1659, 0.0159], [-0.5185, 1.0403, -0.2325], [-0.3492, 0.1390, 0.4134], [0.4021, -0.3749, -0.5630], [0.1226, -0.1543, 0.0496], [-0.1952, 0.4770, -0.0940], [0.4579, -1.9315, -1.1182], [1.5414, 3.0196, -2.8897], [-2.0166, -0.4372, 3.5276], [-0.7503, -0.6934, 1.1517], [0.4160, -0.6527, -0.0817], [-0.4163, 0.4224, -0.0761], [0.5774, 0.2285, 0.0088], [0.1348, 0.5184, 0.3021], [-0.2967, -0.5610, 0.4144], [0.1914, -0.2747, 0.0202], [-0.3088, -0.2840, -0.5527], [0.1236, 0.6716, -0.3322], [-0.0359, -0.4972, -0.1919], [-0.5669, -0.2358, -0.5811], [-0.3852, 0.7688, 0.2175], [0.0446, -1.4629, -0.7892], [-0.4264, 1.7820, 1.3905], [0.5060, 0.2057, 0.1962], [0.1152, -0.2482, 0.6070], [0.1330, 0.3780, -0.1301], [0.2394, -0.4786, -0.0355], [0.5806, 0.1779, -0.1834], [-0.0392, 0.1999, 0.2806], [-0.2763, -0.1941, -0.6351], [1.6963, 1.5238, 1.1537], [1.6165, 0.2450, 0.7265], [-2.3890, -1.5891, -2.6710], [-1.5034, -0.1311, -0.3763], [1.3605, -0.2328, -0.2221], [-0.6605, -0.3216, -0.5089], [-0.3371, 0.0669, 0.6835], [0.2057, -0.0620, 0.3091], [-0.1700, -0.3585, -0.0377], [0.0926, 0.1000, -0.1570], [-0.1013, -0.3726, 0.5171], [-0.0742, 1.0776, 0.1318]], "lowdin_charge": [1.3897, 0.0279, -0.4578, -0.1018, 0.0175, -0.0782, 0.0695, 0.0860, 0.0753, 0.1490, 0.0888, 0.1009, 0.0815, 0.0289, -0.5830, 0.0081, 0.0483, -0.0483, 0.0858, 0.0843, 0.0624, 0.1464, 0.0787, 0.0814, 0.0920, 0.0368, -0.4654, -0.0408, 0.0312, -0.0499, 0.0842, 0.0761, 0.0783, 0.0761, 0.0750, 0.0912, 0.0866, 0.0220, -0.5262, -0.0677, 0.0018, -0.0937, 0.0830, 0.1062, 0.1000, 0.1489, 0.0915, 0.1049, 0.0980, 0.0449, -0.5646, -0.0606, 0.0111, -0.0650, 0.0667, 0.0925, 0.0902, 0.1596, 0.0931, 0.0935, 0.0935, 0.0207, -0.5427, 0.0126, 0.0265, -0.0658, 0.0828, 0.1014, 0.0861, 0.1323, 0.0827, 0.0925, 0.0814, 0.0214, -0.5337, -0.0744, 0.0413, -0.0036, 0.0728, 0.0901, 0.0791, 0.1260, 0.0747, 0.0750, 0.0822, 0.0073, -0.5713, 0.0086, 0.0541, -0.0163, 0.0809, 0.0941, 0.0717, 0.1423, 0.0933, 0.0713, 0.0660], "orbital_gap_ev": [10.11, 4.29], "total_charge": 2, "molar_mass_g_mol": 789.143, "total_energy_ev": -58776.4003, "multiplicity": 2, "lumo_energy_ev": [-3.63, -9.34]}